[1]
DFT (ωB97M-V/def2-TZVPD) results for a 11-piece molecular cluster, C22H66O11S11 overall.

The geometry in XYZ format:
```
110
Properties=species:S:1:pos:R:3
C 1.382 6.291 1.557
S 1.692 5.201 0.179
O 3.108 5.673 -0.276
C 2.001 3.905 1.371
H 2.381 6.109 2.220
H 0.541 5.813 2.166
H 1.258 7.337 1.044
H 1.975 2.932 0.856
H 1.325 3.684 2.166
H 3.091 3.949 1.663
C 1.466 -4.760 3.048
S -0.143 -4.181 3.158
O -0.130 -2.709 3.272
C -0.785 -4.777 1.634
H 1.413 -5.729 2.411
H 1.828 -5.058 3.907
H 2.197 -4.041 2.401
H -1.409 -4.054 1.260
H -0.835 -5.867 1.667
H -0.182 -4.603 0.730
C 1.379 -0.262 -3.136
S 2.237 1.292 -3.319
O 1.449 2.185 -4.253
C 1.914 1.905 -1.714
H 0.319 -0.218 -3.075
H 1.596 -0.882 -2.330
H 1.517 -0.906 -4.012
H 2.152 1.049 -1.071
H 0.865 2.273 -1.506
H 2.479 2.810 -1.528
C 4.566 -4.489 -0.896
S 3.601 -3.037 -0.647
O 3.645 -2.598 0.821
C 4.600 -1.931 -1.585
H 5.716 -4.375 -0.670
H 4.783 -4.714 -2.175
H 4.082 -5.194 -0.282
H 5.600 -1.830 -0.962
H 4.072 -1.109 -1.415
H 4.963 -2.244 -2.391
C -1.992 2.023 -4.743
S -2.241 2.277 -3.058
O -3.584 3.077 -3.039
C -2.686 0.644 -2.605
H -1.833 3.034 -5.149
H -2.634 1.624 -5.366
H -0.901 1.532 -4.929
H -2.279 -0.087 -2.987
H -3.602 0.652 -2.728
H -2.460 0.609 -1.451
C -0.008 0.941 1.512
S -0.972 -0.554 1.259
O -2.308 -0.159 0.790
C -0.053 -1.122 -0.184
H -0.194 1.747 0.703
H 0.965 0.875 1.680
H -0.384 1.183 2.483
H -0.576 -2.062 -0.631
H 0.937 -1.526 0.385
H -0.101 -0.396 -0.789
C 4.769 0.644 2.328
S 5.707 0.657 0.779
O 4.699 1.359 -0.169
C 6.782 2.061 1.186
H 4.774 1.799 2.669
H 5.132 0.195 3.270
H 3.739 0.088 2.112
H 6.355 2.983 1.367
H 7.513 2.099 0.421
H 7.174 1.976 2.257
C -3.782 -2.630 -1.264
S -4.938 -3.693 -1.936
O -4.515 -5.146 -1.493
C -6.264 -3.224 -0.997
H -2.786 -2.732 -1.767
H -3.639 -2.867 -0.414
H -3.975 -1.692 -1.207
H -6.323 -2.212 -0.911
H -6.185 -3.761 -0.122
H -7.244 -3.466 -1.424
C -1.821 6.560 -0.315
S -2.225 4.829 -0.152
O -0.887 4.176 0.000
C -2.944 4.822 1.401
H -1.035 6.727 0.465
H -2.764 7.094 -0.295
H -1.584 6.827 -1.279
H -3.434 3.743 1.510
H -3.774 5.442 1.407
H -2.081 4.857 2.128
C -1.300 -5.044 -2.317
S -0.485 -4.350 -3.807
O -1.069 -3.047 -4.077
C 1.058 -4.088 -3.002
H -0.798 -5.865 -1.790
H -2.201 -5.473 -2.658
H -1.391 -4.274 -1.795
H 1.760 -3.915 -3.759
H 1.385 -5.074 -2.613
H 0.981 -3.228 -2.307
C -3.140 1.957 4.276
S -3.684 1.006 5.782
O -4.803 1.869 6.438
C -4.532 -0.258 4.833
H -4.043 2.644 4.033
H -2.867 1.428 3.499
H -2.303 2.669 4.309
H -5.078 0.179 4.032
H -5.016 -0.974 5.451
H -3.755 -0.860 4.499
```

Values from the calculation:
F_max ... 12.118 eV Å⁻¹
LUMO energy ... -0.3 eV
Relative energy (zero: lowest compared OMol25 entry of this formula, charge and spin) ... 348.5 kcal/mol
Highest occupied orbital energy ... -8.4 eV
Frontier orbital gap ... 0.298 hartree



[2]
DFT (ωB97M-V/def2-TZVPD) results for C22H67Ag2N15O12 as an isolated structure.

The geometry in XYZ format:
```
118
Properties=species:S:1:pos:R:3
Ag -12.165 -24.196 28.817
Ag -15.546 -30.265 26.581
O -12.472 -30.041 24.466
C -11.676 -28.911 24.776
C -11.554 -28.346 26.295
O -12.652 -27.806 27.044
H -11.950 -28.138 24.058
H -10.690 -29.199 24.411
H -10.808 -27.557 26.202
H -11.127 -29.153 26.890
C -13.236 -20.824 33.383
C -12.996 -21.946 32.444
C -13.852 -23.215 32.766
O -13.122 -24.300 32.214
C -13.859 -25.501 32.462
N -13.402 -21.527 31.117
H -12.600 -19.982 33.108
H -13.013 -21.172 34.392
H -14.270 -20.494 33.481
H -11.989 -22.359 32.515
H -14.901 -23.215 32.468
H -13.818 -23.398 33.840
H -13.164 -26.289 32.171
H -14.740 -25.554 31.823
H -14.032 -25.736 33.512
H -13.102 -20.566 31.036
H -14.401 -21.413 31.211
C -6.880 -20.008 27.946
C -7.929 -20.987 27.487
C -7.440 -21.892 26.350
O -6.882 -21.285 25.247
C -7.768 -20.485 24.455
N -8.477 -21.820 28.555
H -7.354 -19.316 28.642
H -6.631 -19.351 27.112
H -5.939 -20.460 28.262
H -8.693 -20.401 26.976
H -8.205 -22.636 26.126
H -6.582 -22.482 26.673
H -8.503 -21.160 24.016
H -7.338 -19.998 23.580
H -8.398 -19.775 24.990
H -7.732 -22.304 29.036
H -8.760 -21.144 29.250
C -6.724 -30.255 19.459
C -5.651 -31.277 20.002
C -6.088 -32.774 19.832
O -6.223 -33.106 18.427
C -6.664 -34.438 18.218
N -4.394 -31.023 19.314
H -6.403 -29.266 19.783
H -7.673 -30.515 19.929
H -6.853 -30.404 18.386
H -5.468 -31.041 21.050
H -7.000 -32.869 20.421
H -5.405 -33.399 20.407
H -6.995 -34.619 17.195
H -7.519 -34.602 18.874
H -5.959 -35.258 18.351
H -4.349 -30.028 19.477
H -3.598 -31.375 19.826
C -19.866 -25.682 26.234
C -18.428 -25.485 26.709
O -17.704 -26.620 26.601
H -19.772 -25.815 25.156
H -20.540 -24.825 26.222
H -20.456 -26.508 26.629
H -18.216 -25.069 27.694
H -17.998 -24.742 26.037
H -16.822 -26.338 26.856
C -12.730 -22.412 24.020
O -12.923 -22.166 25.168
N -12.648 -21.457 23.156
N -12.543 -23.550 23.375
H -12.610 -20.514 23.516
H -12.431 -21.736 22.210
H -12.432 -23.588 22.372
H -12.390 -24.416 23.871
C -16.862 -29.269 21.009
O -17.913 -28.880 20.479
N -16.053 -30.098 20.392
N -16.458 -29.015 22.237
H -15.263 -30.450 20.914
H -16.175 -30.423 19.444
H -15.572 -29.408 22.523
H -16.794 -28.289 22.855
C -12.323 -33.613 20.117
O -12.373 -34.262 19.088
N -12.546 -33.904 21.305
N -11.968 -32.390 19.948
H -12.807 -34.833 21.602
H -12.778 -33.079 21.840
H -12.089 -31.881 20.812
H -11.896 -32.003 19.018
C -9.613 -34.310 25.639
O -8.974 -35.354 25.702
N -9.157 -33.151 25.178
N -10.825 -34.335 26.068
H -8.196 -33.000 24.909
H -9.923 -32.574 24.862
H -11.317 -33.480 25.853
H -11.236 -35.257 26.115
C -5.416 -29.237 27.840
O -5.668 -29.519 26.683
N -6.096 -28.293 28.466
N -4.511 -29.827 28.557
H -6.836 -27.864 27.930
H -6.171 -28.207 29.469
H -4.344 -29.620 29.531
H -4.045 -30.656 28.216
C -9.684 -32.161 31.345
O -9.046 -32.112 32.362
N -9.100 -32.189 30.175
N -10.991 -32.007 31.243
H -9.648 -31.978 29.353
H -8.091 -32.174 30.146
H -11.459 -32.125 30.356
H -11.452 -32.001 32.142
```

Values from the calculation:
F_max ... 8.001 eV Å⁻¹
LUMO energy ... -2.9 eV
Relative energy (zero: lowest compared OMol25 entry of this formula, charge and spin) ... 309.8 kcal/mol
Highest occupied orbital energy ... -6.2 eV
Frontier orbital gap ... 0.122 hartree



[3]
DFT (ωB97M-V/def2-TZVPD) results for a 12-piece molecular cluster, C22H68O22 overall.

The geometry in XYZ format:
```
112
Properties=species:S:1:pos:R:3
C -1.381 2.625 4.185
O -2.605 3.306 4.087
H -1.465 1.807 3.470
H -0.540 3.291 3.991
H -1.215 2.042 5.091
H -2.386 3.995 3.456
C 0.079 3.801 0.955
O -1.240 3.261 0.620
H 0.548 3.293 1.798
H 0.769 3.717 0.116
H 0.009 4.865 1.182
H -1.252 3.076 -0.322
C -3.836 -0.342 3.829
C -4.617 -0.322 2.487
O -4.864 -1.695 2.122
O -4.642 -1.038 4.779
H -3.640 0.648 4.242
H -2.826 -0.738 3.726
H -3.978 0.382 1.954
H -5.596 0.155 2.521
H -5.027 -2.074 2.989
H -5.195 -0.502 5.353
C -1.107 -3.786 3.476
C -1.455 -3.575 1.929
O -0.268 -3.345 1.243
O -0.347 -4.962 3.565
H -2.098 -3.661 3.911
H -0.611 -2.974 4.008
H -2.220 -2.800 1.881
H -1.977 -4.399 1.443
H 0.023 -2.492 1.574
H 0.280 -4.862 2.844
C -3.492 5.353 -1.319
C -3.679 3.911 -1.861
O -2.655 3.099 -1.963
O -3.344 5.147 0.124
H -4.238 6.138 -1.442
H -2.618 5.761 -1.826
H -4.032 3.943 -2.892
H -4.476 3.450 -1.277
H -2.323 3.201 -2.858
H -2.568 4.608 0.292
C 2.022 -0.150 3.162
C 1.715 -0.794 4.510
O 2.218 -2.150 4.459
O 1.267 -0.842 2.084
H 3.103 -0.146 3.024
H 1.675 0.863 3.366
H 0.635 -0.910 4.592
H 2.021 -0.276 5.419
H 1.983 -2.581 3.634
H 1.293 -0.214 1.359
C 3.746 1.306 -3.315
C 2.622 2.141 -3.887
O 1.590 2.218 -2.873
O 4.652 1.142 -4.335
H 3.381 0.332 -2.989
H 4.300 1.710 -2.468
H 2.281 1.529 -4.722
H 2.993 3.093 -4.267
H 0.939 2.833 -3.220
H 5.187 0.395 -4.058
C 4.623 -3.294 -1.386
C 3.479 -2.376 -0.962
O 3.856 -0.976 -1.013
O 4.655 -3.389 -2.785
H 4.326 -4.283 -1.038
H 5.605 -2.963 -1.048
H 3.108 -2.581 0.042
H 2.641 -2.608 -1.619
H 3.085 -0.428 -0.852
H 5.399 -2.872 -3.103
C -0.812 0.148 -0.673
C 0.630 -0.283 -0.844
O 1.450 0.802 -0.291
O -1.301 0.247 0.640
H -1.428 -0.612 -1.154
H -1.033 1.049 -1.245
H 0.964 -0.381 -1.877
H 0.839 -1.260 -0.408
H 1.573 1.332 -1.082
H -1.286 1.197 0.780
C -4.560 -1.357 -1.303
C -5.158 -0.710 -2.599
O -4.388 -1.093 -3.707
O -4.954 -2.742 -1.220
H -4.998 -0.810 -0.468
H -3.479 -1.234 -1.353
H -5.114 0.379 -2.606
H -6.188 -0.992 -2.815
H -4.900 -1.613 -4.331
H -4.580 -3.257 -1.940
C 1.231 -3.092 -4.356
C 1.815 -4.508 -4.715
O 0.796 -5.520 -4.931
O 0.690 -2.973 -3.009
H 0.513 -2.810 -5.126
H 2.114 -2.459 -4.451
H 2.406 -4.941 -3.908
H 2.425 -4.549 -5.617
H 0.329 -5.630 -4.100
H 0.095 -3.725 -2.968
C 3.850 2.899 0.619
C 4.852 1.945 1.357
O 4.655 2.108 2.736
O 4.225 4.217 0.413
H 2.998 2.996 1.292
H 3.605 2.450 -0.343
H 5.821 2.206 0.931
H 4.595 0.902 1.170
H 5.474 1.856 3.169
H 3.937 4.780 1.136
```

Values from the calculation:
Expectation value of S² ... 0.7553
F_max ... 6.621 eV Å⁻¹
LUMO energy (alpha / beta) ... -2.5 / -9.0 eV
Total charge ... +1
Highest occupied orbital energy (alpha / beta) ... -11.8 / -11.8 eV
2S+1 ... 2
Frontier orbital gap (alpha / beta) ... 0.343 / 0.104 hartree



[4]
DFT (ωB97M-V/def2-TZVPD) results for C22H70B4Mn2O12 as an isolated structure.

The geometry in XYZ format:
```
110
Properties=species:S:1:pos:R:3
Mn 0.754 -2.426 2.191
Mn 0.161 0.973 3.645
O 1.334 -2.311 0.188
C 1.715 -0.996 -0.013
C 1.050 0.072 0.856
O 0.890 -0.268 2.252
H 1.544 -0.665 -1.064
H 2.814 -0.893 0.165
H 0.026 0.227 0.472
H 1.593 1.021 0.940
B -0.090 3.469 3.267
H -0.536 2.931 4.246
H -0.936 4.033 2.582
H 0.655 4.333 3.683
H 0.446 2.631 2.597
B 1.888 -3.654 3.605
H 2.569 -4.454 4.215
H 1.402 -2.854 4.391
H 2.481 -3.103 2.728
H 0.987 -4.243 3.087
B -1.472 -2.403 2.880
H -1.825 -1.474 2.200
H -0.965 -3.243 2.206
H -0.695 -1.970 3.677
H -2.402 -2.848 3.526
B 1.939 1.421 5.239
H 1.547 0.314 4.985
H 2.299 1.479 6.395
H 2.814 1.671 4.433
H 0.977 2.098 5.098
C -0.541 2.399 -1.914
O -0.999 2.578 -3.232
C 0.050 2.494 -4.152
C -0.420 2.966 -5.497
O -0.832 4.330 -5.578
C -1.705 4.836 -4.616
H -0.316 1.353 -1.673
H -1.332 2.693 -1.225
H 0.318 3.056 -1.741
H 0.400 1.451 -4.147
H 0.893 3.129 -3.822
H -1.326 2.390 -5.751
H 0.345 2.827 -6.256
H -2.108 5.803 -4.942
H -1.207 5.038 -3.663
H -2.585 4.201 -4.454
C -0.911 -2.292 -2.771
O -2.239 -2.070 -3.214
C -2.332 -0.862 -3.931
C -3.736 -0.735 -4.458
O -3.790 0.461 -5.184
C -5.108 0.853 -5.490
H -0.286 -2.596 -3.627
H -0.838 -2.998 -1.953
H -0.481 -1.320 -2.487
H -1.599 -0.844 -4.752
H -2.114 -0.013 -3.267
H -4.435 -0.690 -3.611
H -4.012 -1.624 -5.043
H -5.043 1.800 -6.023
H -5.703 1.007 -4.581
H -5.599 0.104 -6.126
C -6.257 1.290 3.317
O -5.134 0.833 2.639
C -5.048 1.317 1.336
C -3.768 0.834 0.662
O -3.575 -0.520 0.920
C -2.829 -1.149 -0.104
H -6.041 2.301 3.711
H -6.431 0.623 4.155
H -7.118 1.436 2.652
H -5.083 2.421 1.317
H -5.921 0.972 0.750
H -2.926 1.428 1.052
H -3.937 1.062 -0.404
H -2.865 -2.232 -0.108
H -1.800 -0.783 -0.022
H -3.220 -0.820 -1.081
C 3.512 0.046 8.553
O 3.988 -0.112 7.250
C 3.714 -1.368 6.736
C 4.380 -1.513 5.365
O 4.416 -0.313 4.673
C 4.483 -0.551 3.277
H 3.649 -0.880 9.136
H 2.425 0.242 8.538
H 3.964 0.883 9.082
H 2.634 -1.511 6.599
H 4.095 -2.156 7.401
H 3.785 -2.265 4.832
H 5.403 -1.913 5.484
H 3.580 -1.031 2.888
H 5.308 -1.252 3.035
H 4.674 0.386 2.760
C 1.777 -3.630 -5.870
O 1.891 -2.461 -5.104
C 2.731 -2.491 -3.971
C 2.937 -1.064 -3.548
O 3.645 -0.405 -4.528
C 3.738 0.993 -4.361
H 1.474 -4.467 -5.228
H 2.698 -3.806 -6.437
H 0.975 -3.468 -6.591
H 3.712 -2.941 -4.184
H 2.238 -3.035 -3.154
H 3.427 -1.026 -2.563
H 1.944 -0.636 -3.332
H 4.318 1.318 -5.227
H 4.291 1.295 -3.459
H 2.775 1.518 -4.336
```

Values from the calculation:
Expectation value of S² ... 30.0097
F_max ... 1.882 eV Å⁻¹
LUMO energy (alpha / beta) ... 3.6 / 3.6 eV
Total charge ... -2
Relative energy (zero: lowest compared OMol25 entry of this formula, charge and spin) ... 0.0 kcal/mol
Highest occupied orbital energy (alpha / beta) ... -2.6 / -3.2 eV
2S+1 ... 11
Frontier orbital gap (alpha / beta) ... 0.230 / 0.249 hartree